(1)
ORCA calculation (ωB97M-V with the def2-TZVPD basis set) on a cluster of 10 separate species, C43H65Cl2F3O18 in total at a distorted geometry.

Geometry as XYZ:
```
131
C43H65Cl2F3O18, DFT ωB97M-V with the def2-TZVPD basis set
C -5.060 1.530 6.375
C -3.772 1.176 7.088
O -2.748 1.111 6.037
C -1.442 0.900 6.380
O -1.011 0.782 7.528
O -0.682 0.785 5.233
C 0.694 0.468 5.437
H -5.045 2.531 5.944
H -5.976 1.496 6.965
H -5.149 0.804 5.567
H -3.914 0.172 7.488
H -3.468 1.864 7.877
H 1.345 0.770 4.617
H 0.827 -0.603 5.587
H 1.267 1.070 6.143
C -2.753 -7.308 2.837
C -1.756 -6.137 3.070
O -2.372 -4.901 2.916
C -1.615 -3.829 3.353
O -0.427 -3.654 3.466
O -2.508 -2.824 3.572
C -2.069 -1.444 3.844
H -3.111 -7.211 1.812
H -3.600 -7.334 3.523
H -2.250 -8.275 2.866
H -0.961 -6.216 2.328
H -1.430 -6.075 4.109
H -1.244 -1.046 3.255
H -1.782 -1.419 4.896
H -2.957 -0.822 3.737
C -2.458 4.311 -0.725
C -2.988 5.779 -1.015
O -2.091 6.399 -1.932
C -2.146 6.243 -3.235
O -2.909 5.534 -3.945
O -1.218 6.963 -3.720
C -0.978 7.099 -5.118
H -2.555 3.685 -1.612
H -2.901 3.849 0.157
H -1.378 4.225 -0.606
H -3.136 6.415 -0.142
H -3.940 5.746 -1.546
H -0.346 6.333 -5.567
H -0.460 8.037 -5.313
H -1.868 7.042 -5.745
C 1.794 -2.865 -5.097
C 0.665 -3.857 -5.031
O 0.393 -4.007 -3.692
C -0.237 -5.106 -3.242
O -0.544 -6.036 -3.972
O -0.382 -4.996 -1.958
C -1.003 -6.045 -1.216
H 2.098 -2.777 -6.140
H 2.682 -3.062 -4.495
H 1.341 -1.899 -4.877
H 0.908 -4.811 -5.498
H -0.203 -3.436 -5.539
H -0.310 -6.886 -1.211
H -1.938 -6.395 -1.655
H -1.190 -5.668 -0.211
C 2.829 -6.631 3.110
C 2.307 -5.203 3.108
O 2.273 -4.746 1.766
C 3.245 -3.964 1.289
O 4.117 -3.414 1.937
O 3.214 -3.945 -0.087
C 2.430 -4.910 -0.883
H 3.732 -6.686 2.502
H 2.075 -7.296 2.688
H 3.064 -6.976 4.116
H 2.939 -4.551 3.710
H 1.270 -5.298 3.430
H 1.380 -4.630 -0.803
H 2.662 -5.897 -0.483
H 2.858 -4.970 -1.883
C 8.331 3.539 -2.007
C 7.908 2.204 -1.484
O 6.517 2.239 -1.666
C 5.684 1.396 -1.052
O 6.028 0.534 -0.260
O 4.449 1.682 -1.401
C 3.404 0.814 -1.051
H 8.147 4.355 -1.308
H 7.835 3.752 -2.954
H 9.402 3.498 -2.206
H 8.326 2.130 -0.480
H 8.450 1.403 -1.987
H 3.385 0.791 0.038
H 3.380 -0.177 -1.506
H 2.494 1.254 -1.460
F -7.081 2.424 3.205
C -5.780 2.681 2.968
C -4.993 1.624 2.558
C -3.609 1.772 2.425
C -3.105 3.081 2.710
C -3.907 4.122 3.148
C -5.239 3.884 3.263
H -5.516 0.749 2.204
H -2.996 0.993 1.996
H -2.039 3.194 2.579
H -3.421 5.027 3.482
H -5.862 4.719 3.549
F -0.076 0.481 2.036
C 0.103 0.193 0.715
C 0.576 -1.068 0.340
C 0.638 -1.394 -1.012
C 0.302 -0.394 -1.925
C -0.127 0.847 -1.540
C -0.171 1.202 -0.205
H 0.889 -1.774 1.095
H 1.024 -2.315 -1.425
H 0.296 -0.645 -2.976
H -0.554 1.594 -2.193
H -0.431 2.209 0.086
F 1.977 4.084 -2.201
C 2.128 4.191 -3.571
C 1.517 3.217 -4.401
C 1.526 3.484 -5.777
C 2.243 4.602 -6.287
C 2.638 5.624 -5.437
C 2.588 5.397 -4.071
H 1.094 2.295 -4.032
H 1.060 2.770 -6.439
H 2.396 4.590 -7.356
H 3.093 6.536 -5.795
H 2.982 6.145 -3.399
Cl -3.327 0.998 -3.416
C -3.349 -0.623 -4.207
Cl -1.774 -1.052 -4.930
H -3.550 -1.317 -3.391
H -4.032 -0.618 -5.057
```

Output
**Structure (SMILES)**: CCOC(=O)OC.CCOC(=O)OC.CCOC(=O)OC.CCOC(=O)OC.CCOC(=O)OC.CCOC(=O)OC.Fc1ccccc1.Fc1ccccc1.Fc1ccccc1.ClCCl
**Charge**: 0
**E_HOMO**: -9.227 eV
**Total energy**: -115695.072 eV
**Frontier orbital gap**: 9.562 eV

(2)
ORCA calculation (ωB97M-V with the def2-TZVPD basis set) on a cluster of 3 separate species, C22H35F6NO12S in total at a distorted geometry.

Geometry as XYZ:
```
77
C22H35F6NO12S, DFT ωB97M-V with the def2-TZVPD basis set
C 1.085 -2.953 1.561
C 1.391 -3.353 0.306
C 1.232 -2.537 -0.964
C 2.365 -1.498 -1.201
C 2.146 -0.039 -0.797
C 1.739 0.212 0.648
C 1.802 1.714 0.994
O 0.492 2.284 1.022
O 1.484 -3.517 -2.053
S 0.174 -4.353 -2.329
O 0.226 -4.793 -3.674
O -0.122 -5.294 -1.308
O -0.798 -3.112 -2.180
C -0.260 -2.093 -1.290
C -1.216 -2.048 -0.106
C -2.578 -1.470 -0.488
C -3.642 -1.936 0.505
N -4.369 -0.943 1.228
O -3.873 -3.107 0.657
O -0.366 -0.871 -1.953
C -0.348 -0.903 -3.376
C -0.083 0.518 -3.957
C 1.095 0.525 -4.935
O 0.052 1.513 -2.946
H 1.530 -2.106 2.067
H 0.461 -3.602 2.174
H 1.828 -4.334 0.148
H 2.657 -1.575 -2.250
H 3.218 -1.865 -0.626
H 1.453 0.439 -1.481
H 3.109 0.464 -0.949
H 0.699 -0.058 0.825
H 2.420 -0.312 1.322
H 2.401 2.236 0.243
H 2.234 1.848 1.984
H 0.316 2.728 0.189
H -1.371 -3.071 0.235
H -0.786 -1.493 0.728
H -2.903 -1.817 -1.470
H -2.538 -0.382 -0.497
H -3.815 -0.096 1.285
H -5.227 -0.715 0.736
H -1.318 -1.231 -3.749
H 0.432 -1.575 -3.741
H -0.974 0.806 -4.520
H 0.727 0.386 -5.952
H 1.828 -0.254 -4.727
H 1.578 1.504 -4.938
H 0.961 1.825 -2.966
C -2.113 5.936 -3.618
C -1.119 4.892 -3.162
O 0.178 5.477 -2.903
C 0.338 6.030 -1.711
O -0.467 6.105 -0.832
C 1.788 6.547 -1.570
F 2.194 7.182 -2.672
F 2.612 5.506 -1.361
F 1.891 7.377 -0.541
H -1.732 6.469 -4.489
H -3.056 5.459 -3.880
H -2.300 6.668 -2.832
H -0.944 4.151 -3.938
H -1.465 4.364 -2.274
C -1.532 -3.462 7.372
C -0.131 -3.597 6.823
O 0.110 -2.637 5.768
C 0.464 -1.423 6.154
O 0.610 -1.023 7.270
C 0.718 -0.545 4.909
F -0.227 -0.719 3.979
F 1.900 -0.861 4.351
F 0.750 0.742 5.231
H -2.266 -3.552 6.572
H -1.718 -4.243 8.109
H -1.671 -2.493 7.851
H 0.016 -4.568 6.356
H 0.623 -3.479 7.601
```

Output
**Structure (SMILES)**: C=C[C@@]1(CCCCO)OS(=O)(=O)O[C@]1(CCC(N)=O)OC[C@H](C)O.CCOC(=O)C(F)(F)F.CCOC(=O)C(F)(F)F
**Charge**: 0
**E_HOMO**: -8.713 eV
**Total energy**: -76578.898 eV
**Frontier orbital gap**: 8.882 eV

(3)
ORCA calculation (ωB97M-V with the def2-TZVPD basis set) on a cluster of 18 separate species, CH35O20 in total at a distorted geometry.

Geometry as XYZ:
```
56
CH35O20, DFT ωB97M-V with the def2-TZVPD basis set
C 0.167 0.221 -0.470
O -0.980 0.438 -0.959
O 0.374 -0.408 0.702
O 1.188 0.505 -1.097
H -0.353 -0.554 1.347
O 0.674 1.412 3.120
H 0.566 0.471 2.996
H 1.457 1.626 3.614
O -1.361 -3.202 2.054
H -1.546 -2.362 2.402
H -2.268 -3.424 1.745
O -0.719 2.514 1.156
H -1.129 3.259 1.532
H -0.352 2.091 1.890
O -2.169 -0.361 2.081
H -2.379 -0.880 1.360
H -2.592 -0.818 2.832
O -0.093 -2.783 -1.835
H 0.226 -2.016 -2.360
H -0.711 -2.301 -1.248
O -2.311 -1.822 -0.481
H -3.282 -1.679 -0.324
H -2.054 -0.916 -0.671
O -0.170 -1.234 4.215
H -0.402 -1.645 5.060
H 0.598 -1.751 3.935
O 1.623 -3.104 2.431
H 2.361 -3.740 2.171
H 2.064 -2.332 2.064
O -1.056 -0.444 -3.398
H -1.129 0.110 -2.603
H -1.665 -0.007 -4.029
O 2.839 2.900 -2.350
H 2.989 2.331 -3.100
H 2.048 2.547 -1.943
O 2.982 -1.529 0.105
H 2.281 -0.952 -0.252
H 2.812 -2.272 -0.443
O -3.101 1.639 0.380
H -3.175 0.769 0.698
H -2.229 1.913 0.617
O 1.169 0.815 -4.125
H 0.543 0.260 -3.639
H 0.802 1.709 -4.204
O 2.750 1.234 1.224
H 2.427 1.049 2.064
H 2.125 0.764 0.717
O 3.560 -0.115 -2.237
H 2.846 0.441 -1.918
H 3.993 -0.536 -1.451
O 0.273 3.069 -1.479
H 0.032 2.157 -1.203
H 0.260 3.569 -0.683
O -3.892 0.874 -2.207
H -3.017 1.149 -2.420
H -3.892 1.347 -1.381
```

Output
**Charge**: -1
**E_HOMO**: -6.674 eV
**Total energy**: -42558.316 eV
**Frontier orbital gap**: 8.487 eV

(4)
ORCA calculation (ωB97M-V with the def2-TZVPD basis set) on a structure of composition C8H16Br6O2Sr3 at a distorted geometry.

Geometry as XYZ:
```
35
C8H16Br6O2Sr3, DFT ωB97M-V with the def2-TZVPD basis set
Sr -22.011 -7.464 -18.241
Sr -19.502 -4.802 -13.839
Sr -23.815 -4.936 -11.016
O -20.889 -7.528 -12.145
C -20.311 -8.724 -12.602
C -20.069 -9.044 -14.153
O -19.840 -8.006 -15.103
H -21.101 -9.394 -12.263
H -19.436 -8.914 -11.981
H -20.814 -9.707 -14.594
H -19.131 -9.597 -14.116
Br -26.384 -12.925 -11.666
C -25.573 -11.180 -11.114
C -26.466 -10.593 -9.974
Br -25.611 -8.965 -9.182
H -25.464 -10.560 -12.004
H -24.532 -11.253 -10.800
H -26.463 -11.278 -9.126
H -27.493 -10.508 -10.330
Br -13.964 -8.322 -20.149
C -14.675 -6.714 -19.131
C -15.534 -7.152 -17.982
Br -15.602 -5.766 -16.439
H -15.244 -6.103 -19.832
H -13.854 -6.036 -18.896
H -15.290 -8.138 -17.585
H -16.534 -7.392 -18.344
Br -22.576 -15.923 -14.172
C -22.383 -14.197 -15.104
C -23.647 -13.833 -15.883
Br -23.316 -12.284 -17.178
H -21.484 -14.069 -15.706
H -22.437 -13.382 -14.382
H -24.439 -13.447 -15.242
H -24.036 -14.690 -16.432
```

Output
**Charge**: +4
**E_HOMO**: -16.622 eV
**Total energy**: -435364.530 eV
**Frontier orbital gap**: 2.928 eV

(5)
ORCA calculation (ωB97M-V with the def2-TZVPD basis set) on the molecule C20H22ClN3O3 at a distorted geometry.

Geometry as XYZ:
```
49
C20H22ClN3O3, DFT ωB97M-V with the def2-TZVPD basis set
C 1.790 -4.595 -0.866
C 2.063 -3.148 -0.355
O 1.105 -2.262 -0.961
C 1.145 -1.941 -2.297
C 2.086 -2.379 -3.256
C 1.999 -1.873 -4.631
N 0.987 -1.087 -4.988
C 0.056 -0.837 -4.029
Cl -1.199 0.165 -4.515
C 0.204 -1.048 -2.693
C -0.646 -0.495 -1.699
O -1.496 -1.239 -1.228
N -0.769 0.876 -1.433
C 0.018 1.996 -1.856
C -1.210 2.949 -2.243
C -2.367 2.570 -1.321
C -1.571 1.623 -0.411
C -0.550 2.370 0.431
C -0.183 1.764 1.772
O -1.190 1.695 2.738
C -0.923 1.028 3.882
C -1.593 -0.166 4.022
C -1.442 -0.937 5.164
C -0.602 -0.339 6.188
C -0.021 0.940 6.021
N -0.273 1.667 4.909
C 0.625 2.614 -0.566
H 0.633 -4.757 -1.090
H 2.280 -4.801 -1.811
H 2.097 -5.329 -0.094
H 3.020 -2.746 -0.601
H 1.988 -3.050 0.718
H 2.977 -2.812 -3.024
H 2.764 -1.848 -5.369
H 0.688 1.855 -2.686
H -1.559 2.711 -3.213
H -1.027 4.018 -2.096
H -3.186 2.032 -1.849
H -2.798 3.481 -0.808
H -2.198 0.926 0.189
H -1.118 3.301 0.663
H 0.700 2.349 2.125
H 0.247 0.785 1.714
H -2.317 -0.584 3.254
H -1.655 -2.009 5.194
H -0.454 -0.846 7.174
H 0.612 1.421 6.717
H 1.632 2.247 -0.252
H 0.632 3.743 -0.639
```

Output
**Structure (SMILES)**: CCOc1ccnc(Cl)c1C(=O)N1[C@H]2CC[C@@H]1[C@@H](COc1ccccn1)C2
**Charge**: 0
**E_HOMO**: -9.070 eV
**Total energy**: -44229.208 eV
**Frontier orbital gap**: 9.640 eV

(6)
ORCA calculation (ωB97M-V with the def2-TZVPD basis set) on a cluster of 13 separate species, C5H39N2O12 in total at a distorted geometry.

Geometry as XYZ:
```
58
C5H39N2O12, DFT ωB97M-V with the def2-TZVPD basis set
N 0.995 0.291 -0.216
C 2.363 0.477 -0.769
C 3.516 0.038 0.111
C 3.761 -1.481 0.131
C 4.793 0.699 -0.432
C 2.285 -0.182 -2.190
N 1.270 0.559 -2.943
H 0.337 0.660 -0.914
H 0.879 0.828 0.648
H 0.703 -0.672 0.040
H 2.548 1.497 -1.103
H 3.439 0.388 1.149
H 4.184 -1.786 1.095
H 4.462 -1.839 -0.626
H 2.892 -2.132 0.021
H 5.652 0.544 0.232
H 4.772 1.788 -0.305
H 4.925 0.463 -1.491
H 2.133 -1.263 -2.103
H 3.237 -0.071 -2.711
H 1.697 1.167 -3.627
H 0.631 -0.037 -3.454
H -2.420 0.043 -1.762
H -3.787 0.380 -1.024
O -2.871 0.644 -1.125
H -1.205 -1.792 -2.950
H -2.229 -1.052 -3.807
O -1.738 -0.950 -2.983
H -1.507 3.280 -1.718
H -2.681 2.558 -0.976
O -2.261 3.417 -1.139
H -0.989 -3.719 -2.110
H 0.119 -2.802 -1.668
O -0.348 -3.102 -2.476
H -3.890 2.847 2.178
H -3.472 2.800 3.707
O -3.223 2.539 2.822
H 1.953 -2.303 2.879
H 1.375 -0.915 2.516
O 1.794 -1.721 2.130
H 0.505 1.215 3.320
H -0.393 0.410 2.377
O 0.326 0.308 3.047
H -4.364 -0.740 2.157
H -3.019 -0.155 1.823
O -3.740 -0.687 1.421
H -2.107 1.620 1.707
H -2.132 0.650 0.500
O -1.542 0.984 1.221
H -2.123 -3.831 2.068
H -2.552 -2.382 1.378
O -1.942 -2.909 1.920
H -0.671 -2.780 0.685
H 0.870 -2.628 0.833
O 0.136 -2.487 0.195
H -3.270 4.777 1.233
H -4.040 4.313 0.058
O -4.038 4.232 1.020
```

Output
**Charge**: +1
**E_HOMO**: -12.955 eV
**Total energy**: -33364.810 eV
**Frontier orbital gap**: 10.696 eV

(7)
ORCA calculation (ωB97M-V with the def2-TZVPD basis set) on a structure of composition C40H39GaN3O6.

Geometry as XYZ:
```
89
C40H39GaN3O6, DFT ωB97M-V with the def2-TZVPD basis set
C -3.073 1.415 0.075
C -2.689 1.079 -1.380
C -3.377 1.988 -2.400
C -4.785 1.471 -2.815
C -5.804 2.609 -2.806
Ga -4.613 0.489 -4.579
C -4.273 1.771 -6.128
C -5.427 2.440 -6.847
C -6.774 2.578 -6.198
N -5.314 2.948 -8.013
N -6.205 -0.644 -4.853
C -6.551 -0.850 -5.983
O -6.946 -1.013 -7.082
N -3.103 -0.732 -4.316
C -1.787 -0.154 -4.624
C -3.265 -1.991 -4.895
C -2.976 -3.183 -3.998
O -3.606 -2.192 -6.042
H -3.933 0.832 0.404
H -2.249 1.221 0.764
H -3.335 2.469 0.177
H -1.604 1.120 -1.482
H -3.013 0.058 -1.580
H -3.505 2.992 -1.981
H -2.729 2.103 -3.274
H -5.069 0.716 -2.075
H -5.785 3.147 -1.851
H -6.813 2.231 -2.979
H -5.577 3.319 -3.602
H -3.686 1.277 -6.907
H -3.638 2.578 -5.743
H -7.003 1.777 -5.500
H -7.544 2.650 -6.962
H -6.796 3.512 -5.629
H -4.358 2.818 -8.345
H -1.191 -0.024 -3.711
H -1.862 0.830 -5.091
H -1.205 -0.800 -5.287
H -2.840 -2.874 -2.965
H -3.781 -3.912 -4.062
H -2.045 -3.647 -4.331
C 3.394 3.983 2.030
C 2.239 4.076 1.261
C 1.858 3.024 0.445
C 2.638 1.877 0.390
C 3.806 1.788 1.150
C 4.176 2.843 1.976
C 4.672 0.579 1.088
O 5.681 0.499 1.764
C 4.261 -0.531 0.184
C 5.070 -1.656 0.078
C 4.696 -2.701 -0.748
C 3.508 -2.631 -1.470
C 2.700 -1.512 -1.372
C 3.076 -0.458 -0.550
C 2.198 0.747 -0.478
O 1.167 0.806 -1.107
H 3.682 4.803 2.674
H 1.631 4.970 1.302
H 0.958 3.079 -0.151
H 5.076 2.760 2.569
H 5.990 -1.702 0.643
H 5.328 -3.575 -0.832
H 3.215 -3.451 -2.111
H 1.775 -1.443 -1.929
C 6.219 -1.777 3.883
C 6.608 -2.954 4.515
C 5.889 -3.442 5.593
C 4.777 -2.749 6.053
C 4.396 -1.558 5.429
C 5.114 -1.080 4.341
C 3.227 -0.773 5.918
O 2.888 0.257 5.376
C 2.486 -1.296 7.104
C 1.415 -0.565 7.604
C 0.706 -1.037 8.694
C 1.060 -2.244 9.288
C 2.127 -2.975 8.795
C 2.847 -2.502 7.705
C 4.006 -3.297 7.204
O 4.308 -4.353 7.719
H 6.778 -1.400 3.039
H 7.478 -3.494 4.162
H 6.179 -4.360 6.085
H 4.808 -0.163 3.866
H 1.147 0.369 7.130
H -0.126 -0.466 9.083
H 0.500 -2.615 10.137
H 2.412 -3.915 9.248
```

Output
**Charge**: -1
**E_HOMO**: -4.722 eV
**Total energy**: -111247.945 eV
**Frontier orbital gap**: 4.837 eV